Entry 1:
Entry from the Open Molecules 2025 dataset: C29H38NOsS as an isolated structure (ωB97M-V/def2-TZVPD).

Structure (XYZ):
```
70
Properties=species:S:1:pos:R:3:forces:R:3
Os -0.31961 -0.13838 0.48531 0.0960 0.1701 -0.1273
C 1.76751 0.09341 1.16648 0.0217 0.2169 -0.0423
C 1.44411 0.99120 0.06071 -0.1082 -0.2058 0.0121
C 0.46158 1.95632 0.55969 0.0636 -0.1358 0.0195
C 0.10513 1.50993 1.87147 0.0962 -0.0200 -0.1053
C 0.91438 0.38549 2.25038 -0.1435 -0.0501 -0.0780
C 0.87424 -0.28651 3.60859 -0.0239 -0.0492 0.0004
C 1.16868 0.76777 4.68442 0.0382 -0.0123 -0.0213
C 1.93161 -1.38717 3.68904 -0.0332 -0.0183 -0.0345
C -0.50625 -0.90005 3.86760 0.0037 0.0424 0.0130
C -0.04216 3.29933 0.01246 -0.0917 0.0347 -0.0020
C -0.64436 4.12038 1.16725 -0.0536 -0.0577 -0.0228
C -1.14122 3.15220 -1.04071 0.0447 -0.0121 -0.0776
C 1.11106 4.14515 -0.54290 -0.0129 0.0008 0.0437
C 2.18686 0.84801 -1.27050 0.1782 0.0525 0.0157
C 2.65594 -0.60847 -1.44296 -0.0392 0.0331 0.0059
C 3.45578 1.71741 -1.27125 -0.0025 0.0036 0.0145
C 1.31479 1.15202 -2.48997 0.0247 0.0394 0.0012
H 2.50971 -0.68481 1.14844 -0.0065 -0.0269 -0.0003
H -0.60046 1.99523 2.52365 -0.0518 -0.0199 -0.0199
H 2.11435 1.27531 4.47996 0.0047 -0.0025 0.0128
H 1.23322 0.29798 5.66968 -0.0063 0.0045 0.0049
H 0.38093 1.52201 4.71894 0.0045 0.0120 -0.0122
H 2.93367 -0.98374 3.52699 0.0067 -0.0106 0.0156
H 1.74204 -2.15713 2.93792 0.0084 0.0082 -0.0110
H 1.90596 -1.86131 4.67332 -0.0029 0.0000 0.0023
H -1.29086 -0.14917 3.76000 -0.0072 -0.0074 0.0050
H -0.55323 -1.31242 4.88092 0.0097 0.0071 -0.0003
H -0.71724 -1.69349 3.14898 -0.0007 -0.0046 0.0018
H -1.57842 3.68003 1.51905 0.0131 -0.0299 0.0272
H -0.87003 5.12938 0.81358 -0.0157 -0.0091 -0.0147
H 0.04829 4.19534 2.00806 0.0079 0.0385 -0.0090
H -1.98514 2.59473 -0.63982 -0.0190 0.0136 0.0308
H -0.80180 2.61098 -1.92180 -0.0534 0.0321 0.0335
H -1.48832 4.14282 -1.35572 0.0122 -0.0004 -0.0069
H 1.90008 4.26950 0.20386 0.0131 -0.0164 -0.0145
H 0.73392 5.13643 -0.80842 -0.0002 0.0099 0.0072
H 1.55050 3.71536 -1.43788 -0.0317 0.0087 -0.0031
H 3.42459 -0.87893 -0.71774 0.0037 -0.0095 0.0022
H 3.08754 -0.73164 -2.43948 -0.0092 0.0036 0.0002
H 1.81345 -1.29339 -1.33618 0.0037 -0.0111 0.0182
H 4.08710 1.45118 -0.41961 0.0059 0.0103 0.0018
H 3.23762 2.78176 -1.20480 0.0388 -0.0670 0.0019
H 4.02986 1.54284 -2.18594 0.0033 0.0018 -0.0042
H 0.43321 0.50823 -2.48701 -0.0147 0.0061 -0.0023
H 1.88778 0.96021 -3.40185 0.0001 -0.0108 0.0021
H 0.97627 2.18309 -2.52663 0.0581 0.0065 -0.0052
S -3.58094 0.55361 -0.72634 0.2674 -0.0493 -0.0193
C -2.11539 -1.79316 -0.70627 0.0316 -0.0601 0.1333
C -3.20730 -2.57910 -0.02419 -0.0262 -0.0345 -0.0700
C -2.89244 -3.71414 0.61346 -0.0719 0.0245 -0.0223
C -1.51314 -4.12201 0.77995 0.1419 0.0280 -0.0200
C -0.54913 -3.20300 0.53470 -0.0027 -0.1233 -0.0853
N -0.84207 -1.97824 0.00615 -0.0296 0.1292 0.2026
H -4.21941 -2.19956 -0.07953 -0.0078 0.0060 0.0150
H -3.67151 -4.30876 1.07882 -0.0051 0.0046 -0.0013
H -1.26302 -5.06912 1.23765 0.0033 0.0003 -0.0033
H 0.48682 -3.36038 0.82252 -0.0044 0.0167 0.0097
C -2.17698 -0.26470 -0.45305 -0.3327 0.0674 0.1995
C -2.02604 -2.13824 -2.18534 0.0518 0.0072 -0.0448
C -0.81148 -2.46226 -2.78070 -0.0163 0.0157 0.0191
C -0.73663 -2.74340 -4.13921 -0.0184 0.0015 -0.0231
C -1.87684 -2.69351 -4.92663 0.0179 -0.0040 0.0110
C -3.09332 -2.36461 -4.34091 -0.0272 0.0011 -0.0056
C -3.16870 -2.09565 -2.98370 -0.0070 0.0039 0.0125
H 0.08074 -2.48664 -2.17036 -0.0005 -0.0010 0.0116
H 0.21919 -2.99751 -4.58270 0.0015 -0.0005 0.0040
H -1.82033 -2.90663 -5.98746 0.0006 0.0015 -0.0009
H -3.98969 -2.31313 -4.94805 0.0005 -0.0011 0.0018
H -4.11498 -1.82424 -2.53435 0.0003 -0.0029 -0.0027
```
Positions in Å, forces in eV/Å.

Properties
Total charge = -1
Energy above the lowest of the compared OMol25 structures with the same formula, charge and spin = 13.9 kcal per mole
Gap between HOMO and LUMO = 6.3 eV
DFT total energy = -45483.0907 eV
HOMO = -3.6 eV



Entry 2:
Entry from the Open Molecules 2025 dataset: an isolated molecule of C2H5N3O3 in a non-equilibrium geometry (ωB97M-V/def2-TZVPD).

Structure (XYZ):
```
13
Properties=species:S:1:pos:R:3:forces:R:3
O 1.49816 -1.70332 -1.25867 -1.7224 3.0238 2.8420
N 0.11542 -1.81575 -1.41191 -1.1383 -0.7451 -0.1255
C -0.60187 -1.01382 -0.68997 0.5163 -2.3172 -4.2286
N -0.08141 -0.01518 -0.01643 1.0700 2.7748 5.3351
O 0.72295 -0.47994 1.19782 3.8573 -0.4695 -2.7105
C -1.15899 0.78465 0.54998 1.4376 2.8573 -0.7849
N -0.99681 2.05967 0.84215 -3.3810 -3.6027 0.5664
O 0.24968 2.40199 0.89266 3.5141 0.8824 -0.0445
H 1.87640 -2.33614 -1.79212 0.8069 -2.3728 -2.0046
H -1.64801 -0.79646 -1.01747 0.7733 -1.2589 0.2688
H 1.82096 -0.66477 0.83918 -5.1377 0.9894 1.0466
H -2.15638 0.37512 0.43438 0.0040 0.4274 0.2670
H 0.35989 3.20394 1.43039 -0.6002 -0.1887 -0.4274
```
Positions in Å, forces in eV/Å.

Properties
Total charge = 0
SMILES string = O/N=C\N(O)/C=N\O
Energy above the lowest of the compared OMol25 structures with the same formula, charge and spin = 162.4 kcal per mole
Gap between HOMO and LUMO = 9.2 eV
DFT total energy = -12760.5592 eV
HOMO = -9.0 eV



Entry 3:
Entry from the Open Molecules 2025 dataset: C34H32N3OPS6Sr as an isolated structure (ωB97M-V/def2-TZVPD).

Structure (XYZ):
```
78
Properties=species:S:1:pos:R:3:forces:R:3
Sr -0.59640 0.64924 0.75634 0.4369 -0.0387 -0.0534
S -5.40192 6.16015 1.48991 0.0724 -0.0515 -0.0008
C -4.21467 5.01665 1.59102 -0.1013 0.0707 -0.0248
S -2.62010 5.21355 0.97798 0.0780 0.1306 -0.1037
C -1.95835 3.65459 1.42210 0.2183 -0.2601 -0.0763
C -2.81890 2.82706 2.06309 0.1862 -0.2876 -0.0568
S -2.55888 1.18126 2.65997 -0.2448 0.2082 0.3189
S -4.42722 3.47202 2.31728 -0.1251 -0.1024 0.0569
S -0.27303 3.37418 0.96317 -0.3742 0.6236 -0.0117
C -2.42881 0.73649 -3.25421 -0.1115 -0.0529 -0.0337
C -2.87826 1.31666 -1.91933 0.0793 0.1335 0.0676
C -4.00943 2.32882 -2.07854 0.0108 -0.0262 0.0171
C -3.28178 0.24444 -0.90050 0.2274 0.2689 0.0879
C -4.47379 -0.63184 -1.27189 -0.1342 -0.1143 -0.0413
O -3.98886 -1.97950 -1.07757 -0.1117 0.1112 -0.0835
C -2.67655 -1.89906 -0.80117 -0.0104 -0.3332 -0.0132
N -2.18061 -0.73095 -0.68878 -0.1714 -0.2560 -0.1093
C -2.02651 -3.24380 -0.72150 0.0677 0.0576 -0.0652
C -2.85335 -4.33200 -1.01140 0.0874 -0.0327 0.0589
C -2.35533 -5.62319 -1.04255 -0.0273 -0.0196 0.0030
C -1.01336 -5.85259 -0.79778 -0.0068 0.0071 0.0009
C -0.18061 -4.78364 -0.51107 0.0387 -0.0908 0.0923
C -0.66180 -3.48074 -0.45660 -0.1924 0.0484 -0.0711
P 0.51941 -2.14134 -0.09365 0.0441 0.3820 -0.0050
C 1.83148 -2.93776 0.87635 -0.1216 -0.1826 0.1132
C 1.60261 -2.99186 2.25269 0.0256 0.0076 0.0062
C 2.53244 -3.56141 3.10554 0.0419 -0.0233 -0.0257
C 3.71661 -4.07296 2.58936 -0.0424 0.0059 -0.0100
C 3.95035 -4.02872 1.22340 -0.0256 0.0077 0.0167
C 3.00821 -3.47242 0.36815 0.0629 0.0076 -0.0340
C 1.24550 -1.84346 -1.74123 -0.0892 0.0354 -0.0580
C 2.46371 -1.17227 -1.85391 0.0575 0.0613 0.0631
C 2.96480 -0.82727 -3.09880 -0.0044 -0.0112 -0.0023
C 2.25178 -1.13388 -4.24897 -0.0242 -0.0223 0.0118
C 1.03568 -1.79246 -4.14729 0.0392 0.0175 0.0106
C 0.53563 -2.14599 -2.90264 0.0382 -0.0041 -0.0028
H -2.07458 1.52855 -3.91289 -0.0018 0.0442 -0.0017
H -3.25634 0.23780 -3.76535 -0.0039 -0.0175 -0.0280
H -1.62113 0.01394 -3.13495 0.0416 -0.0191 0.0293
H -2.02547 1.87023 -1.49100 -0.0620 -0.0752 0.0218
H -4.89084 1.86768 -2.52903 -0.0505 -0.0375 -0.0114
H -3.70483 3.14738 -2.72785 0.0318 0.0411 -0.0195
H -4.29940 2.75462 -1.11635 0.0035 0.0126 0.0283
H -3.48015 0.74587 0.05724 0.0679 -0.0544 -0.0324
H -4.78356 -0.54107 -2.31390 0.0227 0.0247 0.0195
H -5.33479 -0.48979 -0.62260 0.0287 0.0062 -0.0165
H -3.89686 -4.15759 -1.21623 -0.0249 -0.0113 -0.0063
H -3.02049 -6.44669 -1.26357 -0.0088 -0.0100 -0.0080
H -0.61219 -6.85624 -0.83051 0.0096 -0.0254 -0.0004
H 0.87091 -4.96414 -0.31514 -0.1001 -0.0085 -0.0204
H 0.67478 -2.59612 2.65980 0.0015 -0.0321 -0.0284
H 2.33653 -3.60392 4.16809 0.0090 0.0003 0.0382
H 4.45273 -4.50717 3.25131 0.0249 -0.0120 0.0222
H 4.86844 -4.43128 0.81815 0.0308 -0.0136 -0.0103
H 3.20024 -3.44743 -0.69713 -0.0075 -0.0056 0.0031
H 3.02811 -0.91958 -0.96336 -0.0350 -0.0275 -0.0581
H 3.91283 -0.31167 -3.16693 0.0273 0.0160 -0.0057
H 2.64306 -0.86184 -5.21937 0.0089 0.0171 -0.0295
H 0.47163 -2.03487 -5.03770 -0.0115 -0.0069 -0.0263
H -0.41213 -2.66432 -2.84474 -0.0244 -0.0168 0.0078
N 1.09506 0.58398 3.14146 -0.0466 -0.2244 -0.0236
C 1.96180 1.40168 2.47389 0.0467 0.1012 -0.2332
S 2.58321 0.83298 1.01347 -0.0174 -0.0074 0.0587
N 2.14182 2.60851 3.01023 0.0576 -0.1047 0.2335
C 2.78712 3.76087 2.48785 -0.0407 0.0394 0.0048
C 3.88973 3.71516 1.65046 0.0471 0.0306 0.0616
C 4.44741 4.90836 1.20986 0.0423 -0.0234 -0.0276
C 3.92818 6.13071 1.60172 -0.0569 -0.0631 0.0342
C 2.83538 6.16260 2.45841 0.0340 -0.0021 -0.0094
C 2.26797 4.98302 2.90107 0.0069 0.0502 -0.0631
H 1.22431 -0.40288 2.96728 0.1085 0.0707 0.1239
H 0.71330 0.84109 4.03875 -0.0954 0.0577 -0.0025
H 1.50558 2.83724 3.76326 0.0451 -0.0320 -0.0306
H 4.31206 2.77116 1.34995 0.0046 -0.0068 -0.0167
H 5.30545 4.87017 0.55232 0.0173 0.0113 -0.0151
H 4.36844 7.05054 1.24445 0.0191 0.0341 -0.0085
H 2.41203 7.10668 2.77160 -0.0068 0.0220 0.0058
H 1.39501 5.00981 3.54101 -0.0369 -0.0177 -0.0019
```
Positions in Å, forces in eV/Å.

Properties
Total charge = 0
Energy above the lowest of the compared OMol25 structures with the same formula, charge and spin = 0.0 kcal per mole
Gap between HOMO and LUMO = 5.8 eV
DFT total energy = -117435.2474 eV
HOMO = -6.2 eV